#P
# C4H13N4O

2 unconnected molecules or ions with the total composition C4H13N4O (wB97M-V/def2-TZVPD, the OMol25 dataset).

XYZ file:
```
22
Properties=species:S:1:pos:R:3
O -0.941 0.063 -0.028
C -2.169 0.061 -0.025
N -2.885 1.107 -0.523
C -2.996 -1.083 0.523
C -2.218 2.268 -1.080
H -3.907 1.067 -0.503
H -3.639 -1.517 -0.261
H -2.318 -1.868 0.897
H -3.636 -0.744 1.356
H -2.978 2.989 -1.423
H -1.586 1.986 -1.939
H -1.583 2.759 -0.323
C 3.086 -0.709 0.333
N 2.432 -0.102 1.323
N 2.431 -1.085 -0.766
N 4.394 -0.939 0.441
H 2.934 0.186 2.166
H 1.428 0.075 1.240
H 1.427 -0.908 -0.849
H 2.933 -1.550 -1.526
H 4.896 -1.404 -0.319
H 4.896 -0.650 1.284
```

As for the lowest unoccupied orbital energy: -2.886 eV. As for the orbital gap: 9.65 eV. Its net charge is +1. The calculation puts the HOMO energy at -12.5 eV.

---

#Q
# C4H13N4O

2 unconnected molecules or ions with the total composition C4H13N4O (wB97M-V/def2-TZVPD, the OMol25 dataset).

XYZ file:
```
22
Properties=species:S:1:pos:R:3
C 1.177 1.705 1.058
C -1.270 1.017 1.075
N -1.466 1.588 -0.138
N -0.043 1.038 1.694
N -2.362 0.532 1.762
H -0.707 1.915 -0.511
H -2.454 1.676 -0.474
H -0.174 1.038 2.730
H -2.175 0.218 2.777
H -2.946 -0.028 1.257
H 1.305 1.661 -0.104
H 1.990 0.969 1.271
H 1.278 2.688 1.304
C 0.504 -2.450 -0.704
C 0.770 -1.184 -1.443
O 0.196 -0.110 -1.118
N 1.485 -1.273 -2.603
H -0.307 -2.984 -1.064
H 0.370 -2.171 0.293
H 1.788 -0.527 -3.287
H 1.669 -2.213 -3.009
H 1.373 -3.104 -0.766
```

As for the lowest unoccupied orbital energy: -2.729 eV. As for the orbital gap: 10.53 eV. Its net charge is +1. The calculation puts the HOMO energy at -13.3 eV.

---

Q: Which of them is the most stable? A: #P.

---

#P
# C7H9P

2 unconnected molecules or ions with the total composition C7H9P (wB97M-V/def2-TZVPD, the OMol25 dataset).

XYZ file:
```
17
Properties=species:S:1:pos:R:3
C 0.370 -2.910 -1.123
C -0.342 -2.398 -0.085
C -0.264 -0.933 -0.045
P 1.162 -0.426 -1.123
C 1.237 -2.018 -1.742
H 0.413 -3.865 -1.442
H -0.976 -3.022 0.468
H -1.150 -0.492 -0.526
H -0.484 -0.563 0.894
H 1.948 -2.066 -2.552
C 0.456 1.864 2.337
C -0.083 2.257 1.316
C -0.722 3.191 0.368
H 1.002 1.183 2.916
H -0.066 3.253 -0.575
H -1.723 2.755 0.277
H -0.780 4.190 0.638
```

As for the lowest unoccupied orbital energy: 0.213 eV. As for the orbital gap: 8.31 eV. As for the structure (SMILES): C1=CCP=C1.C#CC. Its net charge is 0. The calculation puts the HOMO energy at -8.1 eV.

---

#Q
# C7H9P

A molecular structure, C7H9P (wB97M-V/def2-TZVPD, the OMol25 dataset).

XYZ file:
```
17
Properties=species:S:1:pos:R:3
C 1.896 -0.830 0.973
C 0.721 -0.836 0.622
C -1.955 1.467 -0.569
C -1.895 0.499 -1.466
C -1.390 1.374 0.774
C -1.436 -0.864 -1.138
C 3.352 -0.905 1.064
P -1.009 -0.994 0.692
H -2.350 2.417 -0.953
H -2.064 0.608 -2.482
H -0.475 1.963 0.672
H -1.896 1.835 1.552
H -2.213 -1.544 -1.296
H -0.560 -1.253 -1.762
H 3.888 -0.132 1.514
H 3.621 -1.701 1.646
H 3.767 -1.103 0.159
```

As for the lowest unoccupied orbital energy: 0.565 eV. As for the orbital gap: 8.88 eV. Its net charge is 0. The calculation puts the HOMO energy at -8.3 eV.

---

Q: Which of them is the most stable? A: #Q.

---

#P
# C6H6O2

A molecular structure, C6H6O2 (wB97M-V/def2-TZVPD, the OMol25 dataset).

XYZ file:
```
14
Properties=species:S:1:pos:R:3
C -0.021 0.195 1.946
C 0.735 1.252 -1.311
C -0.224 -0.362 0.563
C 0.070 0.048 -0.700
C -0.850 -1.600 0.089
C -0.511 -1.157 -1.300
O -1.403 -2.569 0.542
O -0.674 -1.640 -2.391
H -0.547 -0.380 2.711
H 0.919 1.132 -2.380
H -0.282 1.257 1.973
H 1.053 0.192 2.171
H 1.645 1.507 -0.759
H 0.090 2.126 -1.154
```

As for the lowest unoccupied orbital energy: 0.106 eV. As for the orbital gap: 9.41 eV. Its net charge is 0. The calculation puts the HOMO energy at -9.3 eV.

---

#Q
# C6H6O2

C6H6O2 in the gas phase (wB97M-V/def2-TZVPD, the OMol25 dataset).

XYZ file:
```
14
Properties=species:S:1:pos:R:3
C 2.042 -0.085 0.497
C 0.964 0.572 -0.312
O 1.034 1.668 -0.806
C 0.074 -0.583 -1.199
O 0.433 -1.588 -1.733
C -1.128 -0.112 -0.637
C -1.430 0.906 0.205
C -2.183 -0.365 0.406
H 3.023 0.161 0.093
H 1.994 0.168 1.554
H 2.005 -1.172 0.450
H -1.675 1.950 0.208
H -1.985 -0.966 1.288
H -3.168 -0.554 -0.012
```

As for the lowest unoccupied orbital energy: -0.632 eV. As for the orbital gap: 7.98 eV. As for the structure (SMILES): CC(=O)C(=O)C1=CC1. Its net charge is 0. The calculation puts the HOMO energy at -8.6 eV.

---

Q: Which of them is the most stable? A: #P.

---

#P
# C6H6O2

A molecular structure, C6H6O2 (wB97M-V/def2-TZVPD, the OMol25 dataset).

XYZ file:
```
14
Properties=species:S:1:pos:R:3
C 0.748 0.506 -1.447
C -0.112 -0.480 -1.116
C 1.481 1.530 -1.355
C -0.647 -1.291 -0.249
C 0.675 0.898 0.061
C -1.653 -0.827 0.837
O 2.135 2.478 -1.570
O 1.613 0.233 0.964
H -0.745 -2.341 -0.337
H -0.176 1.450 0.568
H -2.420 -0.273 0.264
H -1.192 -0.123 1.658
H -2.118 -1.725 1.247
H 2.412 -0.035 0.476
```

As for the lowest unoccupied orbital energy: 0.010 eV. As for the orbital gap: 8.17 eV. Its net charge is 0. The calculation puts the HOMO energy at -8.2 eV.

---

#Q
# C6H6O2

C6H6O2 in the gas phase (wB97M-V/def2-TZVPD, the OMol25 dataset).

XYZ file:
```
14
Properties=species:S:1:pos:R:3
C 1.196 -1.089 0.096
C -0.146 -0.419 0.353
C -1.313 -0.830 -0.399
O -2.519 -0.211 -0.160
C -2.623 0.503 0.977
C -1.541 1.179 1.374
C -0.360 0.807 0.956
O 0.868 2.068 0.806
H 1.954 -0.701 0.753
H 1.597 -0.932 -0.904
H 1.018 -2.147 0.306
H -1.509 -1.649 -1.006
H -3.644 0.616 1.380
H 0.226 2.817 0.979
```

As for the lowest unoccupied orbital energy (spin up / spin down): -0.300 / -0.300 eV. As for the orbital gap (spin up / spin down): 8.38 / 8.38 eV. As for the structure (SMILES): CC1=COC=C=C1O. Its net charge is 0. The calculation puts the HOMO energy (spin up / spin down) at -8.7 / -8.7 eV.

---

#R
# C6H6O2

C6H6O2 in the gas phase (wB97M-V/def2-TZVPD, the OMol25 dataset).

XYZ file:
```
14
Properties=species:S:1:pos:R:3
C -2.779 -0.545 -0.192
C -1.516 -0.128 -0.078
C -1.045 1.228 -0.157
C 0.269 1.241 0.167
C 0.709 -0.156 0.487
C 1.862 -0.606 -0.406
O 2.906 -0.043 -0.136
O -0.474 -0.897 0.317
H -3.613 0.184 -0.456
H -3.186 -1.535 0.118
H -1.563 2.073 -0.535
H 0.962 2.134 0.354
H 1.112 -0.360 1.476
H 1.833 -1.185 -1.338
```

As for the lowest unoccupied orbital energy: 0.490 eV. As for the orbital gap: 9.01 eV. As for the structure (SMILES): C=C1C=C[C@H](C=O)O1. Its net charge is 0. The calculation puts the HOMO energy at -8.5 eV.

---

#S
# C6H6O2

C6H6O2 in the gas phase (wB97M-V/def2-TZVPD, the OMol25 dataset).

XYZ file:
```
14
Properties=species:S:1:pos:R:3
C -2.279 0.585 0.138
C -1.359 -0.669 0.108
O -1.691 -1.783 0.013
C 0.077 -0.435 -0.100
C 0.887 0.680 -0.135
C 2.241 0.310 0.224
C 2.095 -1.028 0.124
O 0.879 -1.533 -0.027
H -2.170 1.159 1.056
H -1.742 1.230 -0.603
H -3.377 0.383 -0.343
H 0.576 1.676 -0.351
H 2.943 1.099 -0.096
H 2.920 -1.674 -0.009
```

As for the lowest unoccupied orbital energy: 0.577 eV. As for the orbital gap: 9.64 eV. As for the structure (SMILES): CC(=O)c1ccco1. Its net charge is 0. The calculation puts the HOMO energy at -9.1 eV.

---

Q: Which of them is the most stable? A: #R.

---

#P
# C4H20N2O7

6 unconnected molecules or ions with the total composition C4H20N2O7 (wB97M-V/def2-TZVPD, the OMol25 dataset).

XYZ file:
```
33
Properties=species:S:1:pos:R:3
C -2.756 0.685 -1.262
N -2.166 1.024 0.036
C -0.833 1.091 0.251
O -0.386 1.716 1.210
C 0.148 0.395 -0.673
N 1.375 1.133 -0.795
C 0.302 -1.041 -0.168
O 0.934 -1.937 -1.058
H -3.004 -0.365 -1.354
H -2.120 0.896 -2.117
H -3.659 1.290 -1.340
H -2.736 1.613 0.616
H -0.323 0.252 -1.634
H 2.088 0.796 -0.155
H 1.788 1.048 -1.715
H 0.910 -0.970 0.738
H -0.649 -1.430 0.193
H 1.862 -1.832 -0.809
O -2.642 -2.690 -0.390
H -3.043 -1.933 0.052
H -1.883 -3.032 0.088
O -1.456 -1.339 -3.065
H -0.827 -1.937 -2.633
H -2.289 -1.734 -2.771
O 2.432 3.608 2.595
H 2.542 2.839 3.168
H 1.537 3.447 2.263
O 3.512 -1.310 0.521
H 3.079 -1.278 1.381
H 4.408 -1.629 0.653
O 1.340 0.610 3.032
H 0.526 1.056 2.734
H 1.990 0.957 2.408
```

As for the lowest unoccupied orbital energy: 0.237 eV. As for the orbital gap: 9.78 eV. As for the structure (SMILES): CNC(=O)[C@@H](N)CO.O.O.O.O.O. Its net charge is 0. The calculation puts the HOMO energy at -9.5 eV.

---

#Q
# C4H20N2O7

6 unconnected molecules or ions with the total composition C4H20N2O7 (wB97M-V/def2-TZVPD, the OMol25 dataset).

XYZ file:
```
33
Properties=species:S:1:pos:R:3
C -3.216 0.888 -1.381
C -1.795 0.437 -1.688
O -1.272 1.058 -2.858
C -0.681 0.722 -0.641
N 0.001 -0.427 -0.041
C 0.102 -1.625 -0.714
N 0.299 -2.778 0.035
O 0.088 -1.693 -1.934
H -3.437 0.707 -0.329
H -3.287 1.985 -1.461
H -3.939 0.439 -2.075
H -1.896 -0.637 -1.815
H -1.721 0.780 -3.660
H 0.040 1.376 -1.117
H -1.229 1.264 0.177
H -0.164 -0.458 0.958
H 0.684 -3.594 -0.407
H 0.778 -2.609 0.919
O 2.230 0.471 -1.770
H 2.097 1.231 -2.354
H 1.639 -0.186 -2.183
O 2.609 -1.998 1.966
H 2.956 -1.090 2.118
H 3.376 -2.385 1.531
O -1.825 0.559 2.849
H -0.932 0.965 2.957
H -2.376 1.305 2.544
O 2.456 0.402 1.031
H 2.046 -0.082 0.296
H 3.190 0.960 0.765
O 0.707 1.331 2.714
H 1.107 1.683 3.509
H 1.365 0.998 2.057
```

As for the lowest unoccupied orbital energy: 0.305 eV. As for the orbital gap: 10.07 eV. As for the structure (SMILES): C[C@@H](O)CNC(N)=O.O.O.O.O.O. Its net charge is 0. The calculation puts the HOMO energy at -9.8 eV.

---

Q: Which of them is the most stable? A: #Q.

---

#P
# C4H14N2O

A gas-phase ion, C4H14N2O (charge +2) (wB97M-V/def2-TZVPD, the OMol25 dataset).

XYZ file:
```
21
Properties=species:S:1:pos:R:3
N -1.698 -1.638 1.306
C -1.656 -0.414 0.327
C -0.569 0.645 0.706
C 0.801 0.307 0.070
N 2.056 1.049 0.458
C 0.570 0.446 -1.488
O 1.700 0.332 -2.386
H -0.885 -2.305 1.158
H -2.573 -2.068 1.133
H -1.741 -1.362 2.211
H -1.707 -1.064 -0.640
H -2.616 0.084 0.078
H -0.898 1.535 0.086
H -0.550 1.010 1.863
H 1.042 -0.791 0.191
H 2.541 0.495 1.179
H 2.639 1.062 -0.457
H 1.928 1.909 0.798
H 0.301 1.499 -1.846
H -0.275 -0.187 -1.845
H 1.591 -0.545 -2.900
```

As for the lowest unoccupied orbital energy: -7.183 eV. As for the orbital gap: 11.06 eV. As for the structure (SMILES): [NH3+]CC[C@H]([NH3+])CO. Its net charge is +2. The calculation puts the HOMO energy at -18.2 eV.

---

#Q
# C4H14N2O

2 unconnected molecules or ions with the total composition C4H14N2O (wB97M-V/def2-TZVPD, the OMol25 dataset).

XYZ file:
```
21
Properties=species:S:1:pos:R:3
C 0.924 1.091 0.260
C 1.039 -0.099 -0.780
C 0.254 -1.237 -0.215
C 0.804 -2.446 -0.043
N 0.500 -3.410 1.002
N 0.224 2.313 -0.372
H 0.173 0.855 1.019
H 1.817 1.433 0.773
H 0.712 0.436 -1.664
H 2.102 -0.353 -0.796
H -0.837 -1.102 -0.192
H 1.790 -2.592 -0.463
H -0.121 -3.083 1.754
H 0.110 -4.291 0.638
H 1.326 -3.630 1.577
H 0.708 3.187 -0.141
H 0.109 2.394 -1.387
H -0.737 2.394 -0.018
H -3.239 3.460 0.523
H -3.654 2.528 -0.612
O -2.910 2.805 -0.092
```

As for the lowest unoccupied orbital energy: -7.234 eV. As for the orbital gap: 10.86 eV. Its net charge is +2. The calculation puts the HOMO energy at -18.1 eV.

---

Q: Which of them is the most stable? A: #Q.